1.
# C33H41IN6O16P2S2

A 4-piece molecular cluster, C33H41IN6O16P2S2 overall (ωB97M-V/def2-TZVPD, the OMol25 dataset).

The HOMO-LUMO gap is 0.2437 hartree. The largest force on an atom comes out at 7.84 eV Å⁻¹. Its SMILES is NP(O)[C@H](C[C@@H]1CO1)O[C@H](CCCS(=O)(=O)O)[C@H](N=C=S)O[C@](CCCI)(N=C=O)P(O)O.O=[N+]([O-])c1ccccc1.O=[N+]([O-])c1ccccc1.O=[N+]([O-])c1ccccc1.

```
! wB97M-V def2-TZVPD RIJCOSX def2/J DEFGRID3
* xyz 0 1
N -3.638 -1.781 -1.458
P -2.546 -3.179 -1.598
O -1.677 -3.018 -3.072
C -1.263 -2.930 -0.167
C -1.178 -4.372 0.558
C -0.583 -5.497 -0.623
C -1.732 -6.649 -1.114
O -0.446 -6.927 -0.151
O -1.861 -1.949 0.711
C -0.965 -0.890 1.116
C -0.872 0.366 0.116
C -0.419 0.057 -1.396
C -0.856 1.378 -2.277
S -1.479 0.727 -3.936
O -0.585 -0.403 -4.457
O -1.357 1.879 -4.906
O -3.071 0.176 -3.850
C 0.496 -1.426 1.648
N 0.795 -0.680 2.956
C 1.282 0.507 2.730
S 1.641 2.141 2.576
O 1.585 -1.107 0.755
C 2.610 -2.138 0.695
C 3.796 -1.501 -0.248
C 4.251 -2.452 -1.458
C 3.319 -2.245 -2.793
I 4.147 -0.502 -3.883
N 2.087 -3.336 -0.039
C 2.454 -4.469 0.511
O 3.066 -5.549 0.742
P 3.463 -2.569 2.341
O 4.310 -1.235 3.004
O 2.400 -3.225 3.514
H -4.325 -1.755 -2.234
H -4.188 -1.854 -0.572
H -2.207 -3.395 -3.809
H -0.300 -2.606 -0.699
H -0.430 -4.430 1.422
H -2.231 -4.773 0.819
H 0.177 -5.067 -1.464
H -1.447 -6.331 -2.217
H -1.573 -7.747 -1.361
H -1.453 -0.456 2.083
H -0.215 1.235 0.496
H -1.948 0.809 0.055
H -0.941 -0.824 -1.907
H 0.740 -0.019 -1.425
H -1.766 1.918 -1.793
H 0.023 2.076 -2.496
H -3.329 -0.089 -4.778
H 0.422 -2.531 1.955
H 4.740 -1.343 0.417
H 3.517 -0.432 -0.608
H 5.301 -2.072 -1.787
H 4.403 -3.558 -1.189
H 3.359 -3.186 -3.452
H 2.241 -1.960 -2.534
H 3.631 -0.696 3.485
H 1.789 -3.905 3.147
O -2.773 4.459 0.105
N -1.570 4.642 0.247
O -0.709 3.805 -0.002
C -1.132 5.945 0.752
C -2.083 6.911 1.082
C -1.663 8.138 1.584
C -0.304 8.397 1.749
C 0.641 7.433 1.409
C 0.231 6.201 0.908
H -3.144 6.723 0.958
H -2.395 8.894 1.850
H 0.020 9.355 2.147
H 1.699 7.642 1.537
H 0.977 5.457 0.650
O -5.856 -9.309 2.336
N -4.836 -8.909 1.787
O -4.630 -7.745 1.469
C -3.793 -9.893 1.485
C -4.003 -11.237 1.797
C -3.020 -12.171 1.488
C -1.837 -11.763 0.876
C -1.628 -10.419 0.577
C -2.607 -9.478 0.880
H -4.920 -11.568 2.273
H -3.176 -13.220 1.720
H -1.074 -12.497 0.631
H -0.703 -10.107 0.103
H -2.432 -8.434 0.638
O 2.656 9.239 1.396
N 2.234 9.745 0.358
O 1.674 9.126 -0.537
C 2.418 11.187 0.178
C 3.085 11.923 1.158
C 3.279 13.288 0.972
C 2.806 13.909 -0.182
C 2.132 13.171 -1.151
C 1.936 11.804 -0.975
H 3.458 11.452 2.061
H 3.802 13.869 1.725
H 2.964 14.974 -0.326
H 1.763 13.661 -2.047
H 1.412 11.240 -1.740
*
```



2.
# C33H42As2MnNSSi2Te

C33H42As2MnNSSi2Te as an isolated structure (ωB97M-V/def2-TZVPD, the OMol25 dataset).

The expectation value of S² is 6.183. The HOMO-LUMO gap (alpha / beta) is 0.2624 / 0.2728 hartree. The largest force on an atom comes out at 1.18 eV Å⁻¹. The energy relative to the best compared isomer or geometry (same formula, charge and spin) is 12.7 kcal per mole.

```
! wB97M-V def2-TZVPD RIJCOSX def2/J DEFGRID3
* xyz 0 5
Mn -0.275 -0.006 -0.274
C -1.717 1.139 3.253
As -2.006 0.575 1.413
C -3.353 1.894 0.924
C -3.203 -0.954 1.624
C -4.159 -0.934 2.638
C -5.057 -1.978 2.787
C -5.011 -3.055 1.913
C -4.063 -3.080 0.903
C -3.148 -2.039 0.747
As -1.844 -2.096 -0.728
C -3.135 -2.340 -2.171
C -1.180 -3.931 -0.583
H -2.654 1.466 3.701
H -1.016 1.973 3.252
H -1.292 0.326 3.839
H -4.148 1.891 1.669
H -3.751 1.640 -0.055
H -2.902 2.886 0.880
H -4.205 -0.099 3.326
H -5.791 -1.951 3.583
H -5.712 -3.873 2.017
H -4.034 -3.928 0.229
H -3.874 -1.544 -2.121
H -3.622 -3.309 -2.069
H -2.621 -2.282 -3.128
H -1.758 -4.486 0.153
H -0.132 -3.921 -0.287
H -1.270 -4.412 -1.555
C 0.903 -2.109 -3.032
Si 1.514 -1.002 -1.621
C 2.659 0.180 -2.537
C 2.587 -2.166 -0.566
C 3.664 -2.887 -1.103
C 4.405 -3.758 -0.323
C 4.075 -3.936 1.018
C 3.019 -3.227 1.566
C 2.269 -2.330 0.792
Si 0.888 -1.264 1.533
C -0.192 -2.481 2.519
C 1.702 -0.291 2.945
H 1.730 -2.738 -3.375
H 0.560 -1.494 -3.867
H 0.084 -2.774 -2.751
H 3.505 -0.390 -2.935
H 3.058 0.989 -1.924
H 2.118 0.628 -3.374
H 3.925 -2.767 -2.151
H 5.237 -4.302 -0.753
H 4.645 -4.625 1.630
H 2.777 -3.371 2.615
H 0.437 -2.988 3.257
H -0.663 -3.246 1.902
H -0.992 -1.971 3.064
H 1.837 -0.962 3.799
H 1.101 0.559 3.278
H 2.681 0.096 2.665
Te -1.444 0.980 -2.431
C -1.220 3.018 -2.920
C -1.988 3.998 -2.291
C -1.962 5.313 -2.740
C -1.166 5.666 -3.821
C -0.383 4.700 -4.438
C -0.406 3.385 -3.990
H -2.625 3.732 -1.454
H -2.576 6.060 -2.251
H -1.159 6.686 -4.182
H 0.245 4.966 -5.280
H 0.208 2.637 -4.477
S 1.122 4.594 0.647
C 0.381 3.165 0.033
N 1.091 2.089 0.045
C 2.361 2.355 0.559
C 3.406 1.435 0.673
C 4.612 1.863 1.179
C 4.801 3.197 1.574
C 3.783 4.118 1.465
C 2.561 3.681 0.951
H -0.624 3.200 -0.368
H 3.260 0.405 0.370
H 5.426 1.156 1.275
H 5.762 3.508 1.963
H 3.926 5.149 1.760
*
```



3.
# C33H42BBr48INO3S

C33H42BBr48INO3S as an isolated structure (ωB97M-V/def2-TZVPD, the OMol25 dataset).

The HOMO-LUMO gap is 0.2096 hartree. The largest force on an atom comes out at 2.40 eV Å⁻¹.

```
! wB97M-V def2-TZVPD RIJCOSX def2/J DEFGRID3
* xyz -1 1
C 4.677 -1.787 0.417
C 5.083 -0.406 1.000
C 3.860 0.451 1.420
C 3.668 1.701 0.501
C 2.746 2.722 1.236
C 1.353 2.063 1.424
C 0.125 2.939 1.006
C -1.044 2.286 1.796
C -2.353 3.089 1.710
C -3.625 2.238 1.926
O -4.693 2.737 1.663
N -3.564 0.866 2.388
C -3.558 -0.062 1.326
C -4.627 -0.160 0.458
C -4.564 -1.030 -0.606
C -3.468 -1.819 -0.824
C -2.408 -1.765 0.058
C -2.480 -0.900 1.111
O 0.303 4.289 1.308
B 0.021 5.143 0.127
O -0.819 4.244 -0.727
C -0.233 3.021 -0.539
S -1.183 1.600 -1.225
I 1.478 3.110 -1.970
H 5.554 -2.244 -0.063
H 4.392 -2.473 1.225
H 3.865 -1.669 -0.309
H 5.648 -0.629 1.917
H 5.754 0.111 0.304
H 4.018 0.848 2.434
H 2.965 -0.180 1.454
H 4.643 2.125 0.242
H 3.123 1.325 -0.373
H 3.188 2.930 2.219
H 2.674 3.661 0.682
H 1.266 1.821 2.491
H 1.266 1.106 0.888
H -1.116 1.254 1.442
H -0.767 2.227 2.859
H -2.344 3.800 2.539
H -2.513 3.612 0.765
H -2.807 0.705 3.044
H -5.491 0.474 0.634
H -5.426 -1.057 -1.268
H -3.386 -2.475 -1.679
H -1.504 -2.351 -0.074
H -1.654 -0.803 1.815
H -0.701 6.047 0.535
H 0.963 5.707 -0.388
H -2.439 2.063 -1.385
C -2.939 5.949 5.571
Br -1.655 6.196 4.160
Br -4.379 4.788 5.024
Br -2.112 5.339 7.204
H -3.374 6.917 5.780
C -3.966 -4.165 3.386
Br -4.206 -2.515 2.402
Br -3.239 -3.833 5.147
Br -5.579 -5.217 3.485
H -3.235 -4.754 2.848
C -8.415 -3.022 6.044
Br -9.681 -3.169 4.600
Br -7.741 -4.751 6.574
Br -6.989 -1.797 5.626
H -8.948 -2.615 6.893
C -11.234 -5.885 8.220
Br -11.643 -6.011 10.100
Br -11.427 -7.583 7.331
Br -12.266 -4.507 7.355
H -10.193 -5.601 8.138
C -5.811 -5.842 -1.225
Br -4.490 -7.225 -1.488
Br -7.050 -6.299 0.177
Br -4.982 -4.102 -0.976
H -6.392 -5.785 -2.136
C 5.669 -3.598 -3.041
Br 3.778 -3.925 -2.890
Br 6.101 -1.726 -2.855
Br 6.706 -4.682 -1.809
H 5.959 -3.892 -4.040
C 3.158 -0.019 -4.956
Br 2.512 -0.277 -3.160
Br 3.062 -1.639 -6.010
Br 2.302 1.446 -5.885
H 4.204 0.239 -4.863
C 9.183 -7.408 -2.848
Br 10.460 -7.192 -4.277
Br 7.754 -8.596 -3.356
Br 10.029 -7.964 -1.208
H 8.742 -6.437 -2.666
C -4.592 9.374 3.348
Br -5.190 9.088 5.163
Br -4.743 7.779 2.289
Br -5.495 10.870 2.531
H -3.541 9.626 3.397
C 2.326 -7.100 0.086
Br 0.930 -5.881 -0.450
Br 4.074 -6.372 -0.265
Br 2.130 -7.648 1.925
H 2.222 -7.988 -0.522
C -2.257 4.046 -5.600
Br -3.613 3.245 -4.494
Br -0.679 2.946 -5.757
Br -2.966 4.516 -7.337
H -1.951 4.971 -5.116
C 0.146 7.742 -4.981
Br 1.535 8.734 -4.088
Br 0.766 6.969 -6.639
Br -0.635 6.416 -3.827
H -0.633 8.447 -5.233
C -4.103 3.950 10.618
Br -2.297 4.196 11.252
Br -4.706 5.464 9.594
Br -4.296 2.304 9.634
H -4.739 3.878 11.488
C 9.882 -10.520 -6.146
Br 11.427 -10.603 -7.297
Br 8.259 -10.260 -7.151
Br 9.770 -12.055 -4.986
H 10.005 -9.652 -5.511
C 12.896 -6.464 -8.236
Br 11.007 -6.796 -8.033
Br 13.313 -4.589 -8.082
Br 13.947 -7.531 -7.018
H 13.165 -6.769 -9.238
C -0.610 11.362 -7.657
Br 1.194 10.886 -7.171
Br -0.738 11.859 -9.517
Br -1.877 9.981 -7.208
H -0.875 12.235 -7.078
*
```



4.
# C33H42BF4LiO13

C33H42BF4LiO13 as an isolated structure (ωB97M-V/def2-TZVPD, the OMol25 dataset).

The HOMO-LUMO gap is 0.2307 hartree. The largest force on an atom comes out at 17.09 eV Å⁻¹. The energy relative to the best compared isomer or geometry (same formula, charge and spin) is 59.8 kcal per mole.

```
! wB97M-V def2-TZVPD RIJCOSX def2/J DEFGRID3
* xyz 0 1
Li -1.137 -4.251 -0.212
B -0.494 -1.161 -0.469
F -1.535 -0.298 -0.384
F -0.790 -2.374 0.072
F -0.097 -1.253 -1.810
F 0.566 -0.604 0.235
C -0.890 -3.774 -3.041
O -0.459 -4.714 -2.060
H 0.010 -3.214 -3.252
H -1.573 -2.928 -2.987
H -1.068 -4.224 -4.127
H 0.337 -4.922 -2.093
C 3.161 -2.088 -1.559
O 2.263 -2.327 -2.634
H 2.577 -1.939 -0.691
H 4.051 -1.388 -1.792
H 3.577 -3.082 -1.360
H 1.468 -2.066 -2.391
C -3.674 0.016 2.500
O -3.118 -0.895 1.520
H -3.266 0.992 2.294
H -3.181 -0.120 3.438
H -4.755 0.193 2.652
H -2.290 -0.429 1.114
C 4.301 -1.144 1.662
C 3.413 -0.176 2.306
C 4.045 0.867 3.000
C 5.374 1.131 2.945
C 6.186 0.313 2.170
C 5.698 -0.858 1.535
O 6.506 -1.771 0.975
O 3.200 1.634 3.688
H 3.984 -2.039 1.089
H 2.236 -0.341 2.258
H 5.865 1.871 3.510
H 7.265 0.529 2.149
H 7.222 -1.423 0.380
H 2.346 1.351 3.727
C 1.941 3.905 0.184
C 3.267 4.292 0.040
C 4.334 3.438 -0.300
C 3.978 2.052 -0.531
C 2.594 1.690 -0.469
C 1.619 2.518 0.077
O 0.490 2.133 0.475
O 5.533 3.802 -0.445
H 1.063 4.588 0.351
H 3.579 5.308 0.128
H 4.587 1.283 -0.623
H 2.418 0.617 -0.153
H 0.229 1.359 0.274
H 5.609 4.795 -0.818
C -5.937 -0.844 -0.704
C -4.566 -0.594 -1.230
C -4.159 -1.188 -2.376
C -5.022 -1.892 -3.203
C -6.356 -2.083 -2.767
C -6.746 -1.589 -1.492
O -7.974 -1.856 -0.958
O -2.848 -0.902 -2.762
H -6.351 -0.211 0.079
H -3.954 -0.135 -0.680
H -4.543 -2.336 -4.032
H -7.124 -2.648 -3.361
H -8.028 -1.591 -0.109
H -2.462 -0.438 -2.242
C -0.212 -2.559 3.128
C 0.859 -2.606 3.953
C 0.897 -3.625 5.012
C 0.027 -4.648 5.114
C -1.130 -4.615 4.239
C -1.167 -3.518 3.308
O -2.370 -3.542 2.676
O 1.966 -3.484 5.885
H -0.476 -1.706 2.662
H 1.468 -1.907 3.714
H 0.171 -5.397 5.938
H -1.915 -5.192 4.236
H -2.836 -2.779 2.241
H 2.448 -2.681 5.978
C -0.517 5.023 -4.150
C -0.877 3.818 -3.459
C -1.764 4.003 -2.465
C -2.418 5.192 -2.254
C -1.983 6.355 -2.913
C -1.055 6.305 -3.917
O -0.617 7.342 -4.583
O -2.142 2.853 -1.604
H 0.137 4.891 -4.993
H -0.425 2.955 -3.772
H -3.234 5.268 -1.643
H -2.605 7.317 -2.719
H -0.984 8.235 -4.403
H -1.740 2.137 -1.922
*
```



5.
# C33H42CaGe2N3O3S

C33H42CaGe2N3O3S as an isolated structure (ωB97M-V/def2-TZVPD, the OMol25 dataset).

The HOMO-LUMO gap is 0.1972 hartree. The largest force on an atom comes out at 3.41 eV Å⁻¹. The energy relative to the best compared isomer or geometry (same formula, charge and spin) is 22.7 kcal per mole.

```
! wB97M-V def2-TZVPD RIJCOSX def2/J DEFGRID3
* xyz -1 1
Ca -9.426 12.724 14.803
C -10.405 16.888 13.396
C -9.580 15.670 13.556
O -10.001 14.686 14.304
C -8.292 15.766 12.946
C -7.546 14.695 12.464
C -6.276 14.795 11.636
N -8.055 13.458 12.636
N -7.492 12.453 11.937
C -8.035 11.266 12.333
O -8.890 11.049 13.269
C -7.430 10.146 11.645
C -7.909 8.901 12.053
C -7.613 7.836 11.254
C -6.731 7.958 10.226
C -6.029 9.136 10.028
C -6.436 10.330 10.697
H -11.473 16.689 13.599
H -10.266 17.242 12.359
H -10.078 17.689 14.041
H -7.923 16.791 12.762
H -5.592 13.991 11.954
H -5.842 15.842 11.572
H -6.534 14.536 10.603
H -8.491 8.843 12.971
H -7.892 6.850 11.591
H -6.415 7.085 9.698
H -5.180 9.108 9.334
H -5.968 11.301 10.476
O -8.842 13.188 16.889
N -9.816 13.212 17.854
C -9.349 13.248 19.167
C -10.201 13.567 20.256
C -11.529 13.877 19.923
C -11.945 13.728 18.647
C -11.150 13.195 17.565
S -11.828 12.555 16.158
H -8.284 13.081 19.191
H -9.795 13.666 21.287
H -12.169 14.318 20.695
H -13.013 13.894 18.412
C -11.909 14.027 7.833
C -11.697 12.984 8.915
Ge -13.269 12.643 10.045
C -13.829 14.133 11.302
C -15.153 13.936 12.028
C -14.766 11.896 8.862
C -14.974 10.593 9.241
Ge -13.544 10.345 10.666
C -11.944 9.241 10.175
C -12.064 8.531 8.880
C -14.090 9.943 12.570
C -14.403 8.434 12.831
C -15.734 9.518 8.605
C -16.086 8.298 9.217
C -16.797 7.381 8.474
C -17.274 7.660 7.197
C -16.864 8.820 6.569
C -16.119 9.788 7.248
H -10.916 14.317 7.442
H -12.383 14.976 8.119
H -12.441 13.574 6.981
H -10.922 13.293 9.630
H -11.399 11.967 8.546
H -13.922 15.025 10.680
H -12.953 14.188 11.981
H -15.934 14.329 11.374
H -15.177 14.448 12.990
H -15.369 12.865 12.209
H -15.497 12.420 8.205
H -11.919 8.482 11.006
H -11.023 9.793 10.319
H -12.991 7.898 8.792
H -11.193 7.881 8.741
H -12.092 9.213 7.993
H -14.932 10.606 12.825
H -13.264 10.274 13.267
H -15.180 8.063 12.138
H -14.780 8.344 13.892
H -13.515 7.800 12.741
H -15.853 8.080 10.228
H -17.036 6.454 8.914
H -17.876 6.937 6.643
H -17.176 8.985 5.509
H -15.810 10.751 6.773
*
```



What did the second record say?
# C33H42As2MnNSSi2Te

C33H42As2MnNSSi2Te as an isolated structure (ωB97M-V/def2-TZVPD, the OMol25 dataset).

The expectation value of S² is 6.183. The HOMO-LUMO gap (alpha / beta) is 0.2624 / 0.2728 hartree. The largest force on an atom comes out at 1.18 eV Å⁻¹. The energy relative to the best compared isomer or geometry (same formula, charge and spin) is 12.7 kcal per mole.

```
! wB97M-V def2-TZVPD RIJCOSX def2/J DEFGRID3
* xyz 0 5
Mn -0.275 -0.006 -0.274
C -1.717 1.139 3.253
As -2.006 0.575 1.413
C -3.353 1.894 0.924
C -3.203 -0.954 1.624
C -4.159 -0.934 2.638
C -5.057 -1.978 2.787
C -5.011 -3.055 1.913
C -4.063 -3.080 0.903
C -3.148 -2.039 0.747
As -1.844 -2.096 -0.728
C -3.135 -2.340 -2.171
C -1.180 -3.931 -0.583
H -2.654 1.466 3.701
H -1.016 1.973 3.252
H -1.292 0.326 3.839
H -4.148 1.891 1.669
H -3.751 1.640 -0.055
H -2.902 2.886 0.880
H -4.205 -0.099 3.326
H -5.791 -1.951 3.583
H -5.712 -3.873 2.017
H -4.034 -3.928 0.229
H -3.874 -1.544 -2.121
H -3.622 -3.309 -2.069
H -2.621 -2.282 -3.128
H -1.758 -4.486 0.153
H -0.132 -3.921 -0.287
H -1.270 -4.412 -1.555
C 0.903 -2.109 -3.032
Si 1.514 -1.002 -1.621
C 2.659 0.180 -2.537
C 2.587 -2.166 -0.566
C 3.664 -2.887 -1.103
C 4.405 -3.758 -0.323
C 4.075 -3.936 1.018
C 3.019 -3.227 1.566
C 2.269 -2.330 0.792
Si 0.888 -1.264 1.533
C -0.192 -2.481 2.519
C 1.702 -0.291 2.945
H 1.730 -2.738 -3.375
H 0.560 -1.494 -3.867
H 0.084 -2.774 -2.751
H 3.505 -0.390 -2.935
H 3.058 0.989 -1.924
H 2.118 0.628 -3.374
H 3.925 -2.767 -2.151
H 5.237 -4.302 -0.753
H 4.645 -4.625 1.630
H 2.777 -3.371 2.615
H 0.437 -2.988 3.257
H -0.663 -3.246 1.902
H -0.992 -1.971 3.064
H 1.837 -0.962 3.799
H 1.101 0.559 3.278
H 2.681 0.096 2.665
Te -1.444 0.980 -2.431
C -1.220 3.018 -2.920
C -1.988 3.998 -2.291
C -1.962 5.313 -2.740
C -1.166 5.666 -3.821
C -0.383 4.700 -4.438
C -0.406 3.385 -3.990
H -2.625 3.732 -1.454
H -2.576 6.060 -2.251
H -1.159 6.686 -4.182
H 0.245 4.966 -5.280
H 0.208 2.637 -4.477
S 1.122 4.594 0.647
C 0.381 3.165 0.033
N 1.091 2.089 0.045
C 2.361 2.355 0.559
C 3.406 1.435 0.673
C 4.612 1.863 1.179
C 4.801 3.197 1.574
C 3.783 4.118 1.465
C 2.561 3.681 0.951
H -0.624 3.200 -0.368
H 3.260 0.405 0.370
H 5.426 1.156 1.275
H 5.762 3.508 1.963
H 3.926 5.149 1.760
*
```